[1]
Entry from the OMol25 dataset: 14 unconnected molecules or ions with the total composition C22H72O14 (ωB97M-V with the def2-TZVPD basis set).

Calculated values
E_tot ... -1934.52206 Ha
F_max ... 2.38 eV Å⁻¹
2S+1 ... 1
LUMO level ... 0.0017 hartree
ΔE to the lowest compared entry with this formula, charge and spin ... 325.4 kJ/mol
Kohn-Sham gap ... 9.706 eV

Cartesian coordinates (Å):
C1 -3.0900 -2.3380 2.3107
C2 -4.1681 -2.1672 3.3483
C3 -4.4779 -0.6403 3.5687
O1 -5.3821 -2.6936 2.9177
H1 -3.2550 -1.6512 1.4805
H2 -3.0547 -3.3504 1.9084
H3 -2.1103 -2.1731 2.7590
H4 -3.9265 -2.6737 4.2828
H5 -5.3419 -0.5859 4.2310
H6 -4.6014 -0.2073 2.5761
H7 -3.5822 -0.0928 3.8619
H8 -5.7808 -2.2245 2.1811
C4 -4.1280 -3.3455 -2.8173
C5 -2.6695 -2.9732 -2.9881
C6 -1.8651 -3.5465 -1.7892
O2 -2.2535 -3.4123 -4.2427
H9 -4.1664 -4.3825 -3.1510
H10 -4.7623 -2.7080 -3.4331
H11 -4.4171 -3.3811 -1.7669
H12 -2.6046 -1.8859 -2.9457
H13 -1.9872 -4.6219 -1.6601
H14 -2.2054 -3.0733 -0.8681
H15 -0.8279 -3.2154 -1.8418
H16 -1.4364 -2.9473 -4.4368
C7 0.9158 4.4242 -0.0847
C8 1.5170 5.3548 0.9040
C9 2.9535 5.8191 0.7072
O3 0.7065 6.4934 0.9935
H17 0.5895 4.9213 -0.9982
H18 0.0659 3.9112 0.3654
H19 1.7064 3.7621 -0.4376
H20 1.5053 4.8266 1.8574
H21 3.2850 6.5462 1.4484
H22 3.1761 6.2131 -0.2844
H23 3.5287 4.8960 0.7800
H24 0.3429 6.6880 0.1266
C10 0.0620 -0.8360 0.3705
C11 0.5143 0.5374 -0.0991
C12 -0.5027 1.3866 -0.9328
O4 0.7934 1.2291 1.0650
H25 -0.4548 -1.3509 -0.4393
H26 -0.7104 -0.6994 1.1274
H27 0.8933 -1.4060 0.7853
H28 1.4704 0.4372 -0.6129
H29 -0.7917 0.8806 -1.8540
H30 -0.0896 2.3629 -1.1861
H31 -1.3655 1.5802 -0.2955
H32 1.7055 1.5272 1.0369
C13 0.1524 -4.4972 2.1374
O5 1.2469 -4.2238 2.9602
H33 -0.6445 -4.7652 2.8311
H34 -0.0643 -3.6371 1.5038
H35 0.3816 -5.3230 1.4639
H36 0.8130 -3.7153 3.6492
C14 -1.5666 2.9157 3.0420
O6 -1.7138 1.6575 2.4292
H37 -0.6598 2.8479 3.6431
H38 -1.4209 3.7098 2.3097
H39 -2.4288 3.0495 3.6953
H40 -0.9334 1.4015 1.9322
C15 4.2966 -2.8483 3.2602
O7 3.3502 -2.1066 2.4941
H41 4.3246 -3.8870 2.9309
H42 5.3136 -2.4728 3.1468
H43 4.0386 -2.8638 4.3191
H44 2.4963 -2.5451 2.4810
C16 2.4513 0.8746 4.0021
O8 2.5214 -0.0487 5.1026
H45 1.3986 1.0402 3.7730
H46 2.8147 1.8921 4.1465
H47 2.8212 0.4346 3.0760
H48 3.4355 -0.1354 5.3829
C17 4.1238 0.6100 0.3454
O9 3.4215 1.8683 0.4527
H49 3.4922 -0.1966 0.7176
H50 4.4734 0.2868 -0.6351
H51 4.9887 0.7343 0.9971
H52 3.8987 2.3316 -0.2396
C18 1.1056 -2.3421 -4.4009
O10 0.0931 -1.5701 -3.7917
H53 1.7896 -2.6116 -3.5962
H54 0.7222 -3.2458 -4.8747
H55 1.5748 -1.7217 -5.1645
H56 0.3723 -0.6563 -3.8842
C19 2.2638 1.6462 -3.6300
O11 1.1012 1.1049 -4.2314
H57 2.4305 1.2393 -2.6326
H58 3.1610 1.5143 -4.2347
H59 2.1217 2.7140 -3.4636
H60 1.0900 1.5067 -5.1032
C20 -0.8472 4.2012 -3.7511
O12 -0.8327 5.6163 -3.4957
H61 -0.9753 4.0714 -4.8257
H62 0.0901 3.6999 -3.5096
H63 -1.6739 3.6334 -3.3243
H64 -0.8271 5.9777 -4.3851
C21 -4.2223 0.2119 -1.2277
O13 -5.1852 0.3586 -0.1896
H65 -3.8852 1.1710 -1.6209
H66 -3.3744 -0.3340 -0.8142
H67 -4.5815 -0.3655 -2.0796
H68 -4.8329 1.0666 0.3548
C22 2.5151 -2.8539 -1.1324
O14 3.6279 -3.3706 -1.8662
H69 2.5044 -1.7932 -1.3834
H70 1.6295 -3.3872 -1.4779
H71 2.6520 -2.9101 -0.0525
H72 3.8479 -4.1746 -1.3899

Cartesian forces (eV/Å) of the 6 atoms listed first:
C 0.5696 -0.4094 0.0552
C -0.5227 2.2903 -0.3912
C 1.5190 -1.1158 -0.2115
O -1.1805 -1.7901 0.0403
H 0.1115 0.0899 -0.0470
H -0.2322 -0.1281 0.0348



[2]
Entry from the OMol25 dataset: 13 unconnected molecules or ions with the total composition C22H73N23O13 (ωB97M-V with the def2-TZVPD basis set).

Calculated values
E_tot ... -3119.62529 Ha
F_max ... 8.11 eV Å⁻¹
2S+1 ... 1
LUMO level ... -0.0039 hartree
ΔE to the lowest compared entry with this formula, charge and spin ... 794.4 kJ/mol
Kohn-Sham gap ... 9.129 eV

Cartesian coordinates (Å):
C1 -7.7319 -16.2778 3.8853
C2 -6.5693 -15.4809 3.1910
C3 -5.2653 -16.1027 3.1680
O1 -4.7957 -16.1574 4.4869
C4 -3.9287 -15.1130 4.7758
N1 -7.0210 -15.1338 1.8783
H1 -8.2460 -17.0116 3.2645
H2 -8.5925 -15.6747 4.1747
H3 -7.3780 -16.8258 4.7585
H4 -6.4581 -14.5223 3.6977
H5 -4.5413 -15.6349 2.5008
H6 -5.3570 -17.1185 2.7835
H7 -4.5018 -14.2014 4.9451
H8 -3.1310 -14.8099 4.0976
H9 -3.4192 -15.2384 5.7312
H10 -7.9687 -14.7864 1.9157
H11 -6.9981 -16.0468 1.4470
C5 -7.0943 -13.1423 8.1363
C6 -6.9886 -11.6083 8.3553
C7 -7.1938 -10.8183 7.0616
O2 -6.0971 -10.8393 6.1849
C8 -6.0564 -9.8796 5.1780
N2 -8.1875 -11.4518 9.2048
H12 -7.0754 -13.7217 9.0594
H13 -6.2004 -13.4361 7.5860
H14 -7.9347 -13.4720 7.5254
H15 -6.0279 -11.4323 8.8393
H16 -7.3749 -9.7764 7.3256
H17 -8.0821 -11.0099 6.4597
H18 -6.3027 -10.4535 4.2846
H19 -5.0013 -9.6162 5.1043
H20 -6.7508 -9.0509 5.3165
H21 -8.2904 -10.4538 9.3208
H22 -8.9495 -11.6956 8.5883
C9 -11.4746 -10.8682 2.1395
C10 -12.3109 -9.5993 1.9836
C11 -13.8628 -9.8416 1.6390
O3 -14.1284 -10.0540 0.2233
C12 -13.4907 -9.1098 -0.6781
N3 -12.3095 -8.9776 3.3177
H23 -11.4878 -11.5485 1.2879
H24 -11.8290 -11.4630 2.9813
H25 -10.4080 -10.6817 2.2650
H26 -11.8591 -8.8619 1.3201
H27 -14.3883 -8.8992 1.7932
H28 -14.4516 -10.5376 2.2364
H29 -13.8875 -8.1147 -0.4769
H30 -13.7846 -9.2494 -1.7184
H31 -12.4068 -9.0617 -0.5736
H32 -11.3686 -8.8999 3.6763
H33 -12.6847 -8.0399 3.3166
C13 -14.7668 -10.8939 7.9274
O4 -13.7244 -10.4502 8.3666
N4 -15.6183 -11.6760 8.5314
N5 -15.1597 -10.7035 6.7518
H34 -16.5727 -11.8620 8.2584
H35 -15.3002 -12.0844 9.3986
H36 -14.7159 -10.0005 6.1783
H37 -15.9753 -11.1779 6.3916
C14 -2.9995 -10.7725 -0.9317
O5 -3.8932 -10.9308 -1.7982
N6 -2.9838 -11.3571 0.2651
N7 -2.0235 -9.8956 -1.0711
H38 -2.2044 -11.3348 0.9072
H39 -3.8081 -11.9265 0.3930
H40 -1.7182 -9.4310 -1.9144
H41 -1.3619 -9.6081 -0.3642
C15 -10.1942 -4.4250 3.8580
O6 -10.2299 -3.6944 4.7638
N8 -11.0849 -4.5372 2.8971
N9 -9.2192 -5.2774 3.6685
H42 -11.8675 -3.9009 2.9504
H43 -10.8718 -5.2433 2.2071
H44 -8.3550 -5.1071 4.1627
H45 -9.2969 -5.9229 2.8956
C16 -8.7050 -14.9647 13.6923
O7 -8.3291 -15.7201 14.5749
N10 -9.8853 -15.0441 13.1492
N11 -8.0696 -13.8183 13.3588
H46 -10.0556 -14.5436 12.2886
H47 -10.5788 -15.7237 13.4271
H48 -8.2446 -13.4196 12.4475
H49 -7.2714 -13.8033 13.9776
C17 0.1942 -9.3051 4.1875
O8 -0.2589 -9.1069 3.0905
N12 1.4462 -8.9656 4.4986
N13 -0.4266 -10.0662 5.0431
H50 1.7487 -9.1420 5.4459
H51 2.1051 -8.5451 3.8589
H52 -1.3874 -10.3395 4.8942
H53 0.0520 -10.2163 5.9197
C18 -3.4536 -7.1166 9.3433
O9 -3.4205 -7.5143 10.4963
N14 -4.3503 -6.3264 8.8153
N15 -2.5857 -7.4773 8.4027
H54 -4.9230 -5.7400 9.4055
H55 -4.3714 -6.1570 7.8199
H56 -1.7016 -7.9193 8.6102
H57 -2.7497 -7.1211 7.4720
C19 -9.8418 -6.7564 9.7879
O10 -8.9974 -5.9362 10.1311
N16 -10.2856 -6.7960 8.5467
N17 -10.2665 -7.7341 10.4631
H58 -10.0651 -6.0190 7.9403
H59 -10.8989 -7.5321 8.2272
H60 -9.9050 -7.9621 11.3782
H61 -11.1590 -8.0845 10.1455
C20 -3.7600 -4.9515 3.3066
O11 -3.6844 -5.2599 4.4937
N18 -4.5444 -4.0079 2.8424
N19 -3.1144 -5.6162 2.3757
H62 -4.5410 -3.8585 1.8435
H63 -4.6394 -3.2447 3.4970
H64 -2.5261 -6.4107 2.5827
H65 -3.1336 -5.3400 1.4044
C21 0.6924 -12.1740 8.9322
O12 0.9272 -11.0088 8.7605
N20 -0.5665 -12.5000 9.2009
N21 1.5476 -13.1081 8.8885
H66 -0.9237 -13.4221 9.4066
H67 -1.0666 -11.6475 9.4086
H68 2.5113 -12.8395 8.7493
H69 1.2862 -14.0724 9.0359
C22 -2.8833 -16.1503 11.7623
O13 -2.6181 -16.2034 10.5842
N22 -4.0194 -16.2408 12.2739
N23 -1.9151 -16.2620 12.6456
H70 -3.9325 -16.4053 13.2666
H71 -4.9121 -16.1207 11.8169
H72 -2.0690 -16.5714 13.5947
H73 -0.9922 -16.4401 12.2760

Cartesian forces (eV/Å) of the 6 atoms listed first:
C 0.6689 -0.3700 0.5906
C -3.5010 1.8272 0.9229
C 1.0447 -1.5597 -0.1689
O 1.2321 -0.8758 0.0071
C 0.1190 1.6960 1.5207
N 0.7846 -0.1269 -1.1800